A 3-piece molecular cluster, C2H7NO4 overall in a non-equilibrium geometry. Source: the Open Molecules 2025 dataset; level of theory: the ωB97M-V functional and the def2-TZVPD basis.

Values from the calculation:
F_max = 0.1060 hartree/bohr
HOMO-LUMO gap (alpha / beta) = 0.2741 / 0.1240 Ha
electronic energy = -11856.303 eV
relative energy (zero: lowest compared OMol25 entry of this formula, charge and spin) = 107.8 kJ/mol
HOMO level (alpha / beta) = -13.31 / -13.31 eV
2S+1 = 2
total charge = +1
expectation value of S² = 0.7627

Each atom is followed by the atoms it is bonded to, with distances in Å.
Geometry (Å):
1 O 0.104 -0.096 2.389  C2 1.252
2 C -0.075 -1.256 1.952  O1 1.252, N3 1.457, H6 1.101
3 N -0.718 -1.390 0.652  C2 1.457, C4 1.381, H7 0.971
4 C -1.216 -0.268 0.019  N3 1.381, O5 1.172, H8 1.086
5 O -0.724 0.795 -0.021  C4 1.172
6 H -0.109 -2.201 2.515  C2 1.101
7 H -0.412 -2.233 0.282  N3 0.971
8 H -2.041 -0.487 -0.652  C4 1.086
9 H 2.799 6.312 -1.644  O11 0.955
10 H 2.079 5.923 -0.609  O11 0.928
11 O 2.876 6.390 -0.695  H9 0.955, H10 0.928
12 H -0.137 -3.869 -1.795  O14 1.007
13 H -1.446 -4.160 -0.970  O14 0.954
14 O -0.979 -3.461 -1.422  H12 1.007, H13 0.954

These are the Mulliken partial charges, in e, on atoms 1 to 5: atom 1 (O): -0.2023, atom 2 (C): 0.2557, atom 3 (N): 0.0071, atom 4 (C): 0.1022, atom 5 (O): -0.2032

A 5-piece molecular cluster, C10H22ClN6O12 overall in a non-equilibrium geometry. Source: the Open Molecules 2025 dataset; level of theory: the ωB97M-V functional and the def2-TZVPD basis.

Values from the calculation:
F_max = 0.1881 hartree/bohr
HOMO-LUMO gap = 0.3235 Ha
electronic energy = -56734.392 eV
HOMO level = -13.42 eV
total charge = +1

Each atom is followed by the atoms it is bonded to, with distances in Å.
Geometry (Å):
1 O -4.447 -1.378 -0.473  N2 1.235
2 N -3.812 -1.450 0.584  O1 1.235, O3 1.356
3 O -2.838 -0.507 0.597  N2 1.356, C4 1.501
4 C -1.540 -1.260 0.591  O3 1.501, C5 1.612, N13 1.498, H14 1.191
5 C -0.500 -0.495 1.556  C4 1.612, O6 1.452, H15 1.194, H16 1.194
6 O 0.736 0.022 0.998  C5 1.452, C7 1.462
7 C 1.106 -0.538 -0.300  O6 1.462, C8 1.673, H17 1.177, H18 1.174
8 C -0.248 -0.343 -1.264  C7 1.673, C9 1.635, N13 1.512, H19 1.189
9 C 0.090 -0.267 -2.862  C8 1.635, C10 1.658, H20 1.193, H21 1.170
10 C 0.269 1.338 -3.238  C9 1.658, O11 1.342, Cl12 1.881
11 O -0.602 2.060 -3.960  C10 1.342
12 Cl 1.805 2.164 -2.533  C10 1.881
13 N -1.169 -1.467 -0.846  C4 1.498, C8 1.512, H22 1.064, H23 1.053
14 H -1.782 -2.321 1.075  C4 1.191
15 H -0.239 -1.187 2.493  C5 1.194
16 H -1.078 0.434 2.035  C5 1.194
17 H 1.304 -1.694 -0.194  C7 1.177
18 H 2.064 -0.053 -0.776  C7 1.174
19 H -0.801 0.669 -0.975  C8 1.189
20 H -0.839 -0.639 -3.513  C9 1.193
21 H 1.056 -0.830 -3.203  C9 1.170
22 H -0.623 -2.371 -0.971  N13 1.064
23 H -2.001 -1.560 -1.486  N13 1.053
24 C 5.346 1.352 -2.308  N25 1.488, H28 1.092, H29 1.092, H30 1.092
25 N 5.381 -0.104 -2.005  C24 1.488, O26 1.236, O27 1.237
26 O 4.412 -0.579 -1.401  N25 1.236
27 O 6.379 -0.728 -2.382  N25 1.237
28 H 4.415 1.772 -1.921  C24 1.092
29 H 6.208 1.811 -1.819  C24 1.092
30 H 5.398 1.465 -3.393  C24 1.092
31 C 1.022 0.791 5.148  N32 1.488, H35 1.092, H36 1.092, H37 1.092
32 N -0.315 0.144 5.068  C31 1.488, O33 1.236, O34 1.237
33 O -1.123 0.613 4.257  N32 1.236
34 O -0.516 -0.816 5.821  N32 1.237
35 H 1.058 1.617 4.434  C31 1.092
36 H 1.150 1.158 6.168  C31 1.092
37 H 1.770 0.035 4.901  C31 1.092
38 C -5.067 -4.816 -0.009  N39 1.488, H42 1.092, H43 1.092, H44 1.092
39 N -3.837 -5.498 0.476  C38 1.488, O40 1.236, O41 1.237
40 O -2.752 -4.977 0.192  N39 1.236
41 O -3.995 -6.537 1.128  N39 1.237
42 H -4.780 -3.921 -0.564  C38 1.092
43 H -5.599 -5.517 -0.656  C38 1.092
44 H -5.664 -4.552 0.866  C38 1.092
45 C 0.192 5.809 -1.019  N46 1.488, H49 1.092, H50 1.092, H51 1.092
46 N 1.445 5.255 -0.438  C45 1.488, O47 1.236, O48 1.237
47 O 2.336 4.920 -1.227  N46 1.236
48 O 1.497 5.171 0.795  N46 1.237
49 H 0.285 5.824 -2.107  C45 1.092
50 H -0.630 5.159 -0.712  C45 1.092
51 H 0.067 6.821 -0.628  C45 1.092

These are the Mulliken partial charges, in e, on atoms 1 to 5: atom 1 (O): -0.2872, atom 2 (N): 0.1181, atom 3 (O): -0.1692, atom 4 (C): 0.1920, atom 5 (C): -0.5537

A single C16H22N4O3S2 molecule in a non-equilibrium geometry. Source: the Open Molecules 2025 dataset; level of theory: the ωB97M-V functional and the def2-TZVPD basis.

Values from the calculation:
F_max = 0.3717 hartree/bohr
HOMO-LUMO gap = 0.2887 Ha
electronic energy = -50705.050 eV
relative energy (zero: lowest compared OMol25 entry of this formula, charge and spin) = 1825.7 kJ/mol
SMILES = CCCCc1nnc(NC(=O)CN(C)S(=O)(=O)c2ccc(C)cc2)s1
HOMO level = -8.28 eV

Each atom is followed by the atoms it is bonded to, with distances in Å.
Geometry (Å):
1 C -0.878 3.653 1.206  C2 1.522, H26 0.909, H27 1.048, H28 1.184
2 C 0.084 3.026 2.204  C1 1.522, C3 1.528, H29 1.255, H30 0.854
3 C 1.552 3.448 2.155  C2 1.528, C4 1.503, H31 1.026, H32 1.322
4 C 2.202 3.440 0.799  C3 1.503, C5 1.404, H33 1.156, H34 1.013
5 C 2.035 2.084 0.473  C4 1.404, N6 1.518, S25 1.626
6 N 2.542 0.880 1.246  C5 1.518, N7 1.286
7 N 2.367 -0.289 0.740  N6 1.286, C8 1.414
8 C 1.832 -0.256 -0.568  N7 1.414, N9 1.335, S25 1.707
9 N 1.655 -1.513 -0.980  C8 1.335, C10 1.382, H35 0.883
10 C 1.113 -1.820 -2.214  N9 1.382, O11 1.235, C12 1.589
11 O 0.934 -2.924 -2.738  C10 1.235
12 C 0.332 -0.806 -3.155  C10 1.589, N13 1.289, H36 1.108, H37 1.004
13 N -0.953 -0.837 -3.252  C12 1.289, C14 1.502, S15 1.895
14 C -1.737 -1.962 -3.865  N13 1.502, H38 1.232, H39 1.000, H40 1.132
15 S -1.914 -0.012 -1.841  N13 1.895, O16 1.460, O17 1.422, C18 1.943
16 O -3.308 -0.101 -2.266  S15 1.460
17 O -1.280 1.255 -1.719  S15 1.422
18 C -1.396 -1.249 -0.435  S15 1.943, C19 1.214, C24 1.562
19 C -1.625 -2.438 -0.350  C18 1.214, C20 1.386, H41 1.144
20 C -1.045 -3.161 0.681  C19 1.386, C21 1.529, H42 1.189
21 C -0.746 -2.444 1.998  C20 1.529, C22 1.244, C23 1.277
22 C -0.234 -3.166 2.874  C21 1.244, H43 1.251, H44 1.111, H45 1.162
23 C -0.633 -1.175 1.911  C21 1.277, C24 1.456, H46 0.962
24 C -1.097 -0.349 0.806  C18 1.562, C23 1.456, H47 0.938
25 S 1.612 1.396 -0.937  C5 1.626, C8 1.707
26 H -1.701 3.440 1.527  C1 0.909
27 H -0.753 4.672 0.992  C1 1.048
28 H -0.635 3.252 0.120  C1 1.184
29 H -0.227 3.547 3.303  C2 1.255
30 H 0.130 2.173 2.204  C2 0.854
31 H 2.182 3.124 2.896  C3 1.026
32 H 1.731 4.757 2.139  C3 1.322
33 H 1.560 3.944 -0.020  C4 1.156
34 H 3.128 3.753 1.063  C4 1.013
35 H 1.924 -2.243 -0.563  N9 0.883
36 H 0.779 0.196 -2.996  C12 1.108
37 H 0.474 -0.869 -4.147  C12 1.004
38 H -1.569 -1.703 -5.057  C14 1.232
39 H -1.279 -2.818 -3.625  C14 1.000
40 H -2.803 -2.023 -3.490  C14 1.132
41 H -1.789 -2.974 -1.347  C19 1.144
42 H -1.171 -4.341 0.750  C20 1.189
43 H -0.864 -3.204 3.953  C22 1.251
44 H 0.711 -2.851 3.366  C22 1.111
45 H -0.301 -4.324 2.811  C22 1.162
46 H -0.252 -0.680 2.643  C23 0.962
47 H -0.689 0.490 0.704  C24 0.938

These are the Mulliken partial charges, in e, on atoms 1 to 5: atom 1 (C): -1.2105, atom 2 (C): 0.2672, atom 3 (C): -0.7543, atom 4 (C): -0.3543, atom 5 (C): 0.2184

A 2-piece molecular cluster, C18H19Cl4NO4 overall in a non-equilibrium geometry. Source: the Open Molecules 2025 dataset; level of theory: the ωB97M-V functional and the def2-TZVPD basis.

Values from the calculation:
F_max = 0.0592 hartree/bohr
HOMO-LUMO gap = 0.1709 Ha
electronic energy = -78741.049 eV
relative energy (zero: lowest compared OMol25 entry of this formula, charge and spin) = 44.7 kJ/mol
SMILES = O=C1C(=O)C(Cl)=C(Cl)C(Cl)=C1Cl.COC(=O)[C@@H]1CCCN1C1=CCCCC1
HOMO level = -7.27 eV

Each atom is followed by the atoms it is bonded to, with distances in Å.
Geometry (Å):
1 O 0.985 -5.138 3.658  C2 1.224
2 C 1.585 -4.089 3.464  O1 1.224, C3 1.559, C11 1.458
3 C 3.142 -4.045 3.532  C2 1.559, O4 1.228, C5 1.458
4 O 3.761 -5.106 3.521  C3 1.228
5 C 3.786 -2.739 3.480  C3 1.458, Cl6 1.705, C7 1.388
6 Cl 5.486 -2.742 3.621  C5 1.705
7 C 3.073 -1.583 3.191  C5 1.388, Cl8 1.719, C9 1.439
8 Cl 3.893 -0.089 2.968  C7 1.719
9 C 1.642 -1.633 3.047  C7 1.439, Cl10 1.714, C11 1.390
10 Cl 0.743 -0.195 3.291  C9 1.714
11 C 0.942 -2.833 3.097  C2 1.458, C9 1.390, Cl12 1.700
12 Cl -0.740 -2.913 2.864  C11 1.700
13 C 1.408 -1.119 -4.338  O14 1.433, H28 1.090, H29 1.094, H30 1.094
14 O 0.312 -1.271 -3.428  C13 1.433, C15 1.344
15 C -0.364 -0.149 -3.125  O14 1.344, O16 1.218, C17 1.521
16 O -0.170 0.924 -3.668  C15 1.218
17 C -1.378 -0.407 -2.020  C15 1.521, C18 1.547, N21 1.450, H31 1.108
18 C -2.710 -0.812 -2.694  C17 1.547, C19 1.525, H32 1.100, H33 1.094
19 C -3.788 0.112 -2.136  C18 1.525, C20 1.533, H34 1.097, H35 1.095
20 C -3.097 1.031 -1.122  C19 1.533, N21 1.459, H36 1.102, H37 1.100
21 N -1.665 0.765 -1.216  C17 1.450, C20 1.459, C22 1.379
22 C -0.789 1.345 -0.323  N21 1.379, C23 1.384, C27 1.528
23 C 0.508 1.739 -0.600  C22 1.384, C24 1.507, H38 1.089
24 C 1.030 3.054 -0.079  C23 1.507, C25 1.551, H39 1.100, H40 1.110
25 C 0.430 3.533 1.269  C24 1.551, C26 1.516, H41 1.099, H42 1.098
26 C -0.304 2.380 1.926  C25 1.516, C27 1.529, H43 1.102, H44 1.095
27 C -1.381 1.794 1.012  C22 1.528, C26 1.529, H45 1.107, H46 1.102
28 H 1.791 -2.132 -4.465  C13 1.090
29 H 1.066 -0.708 -5.292  C13 1.094
30 H 2.165 -0.481 -3.872  C13 1.094
31 H -0.973 -1.235 -1.406  C17 1.108
32 H -2.649 -0.710 -3.788  C18 1.100
33 H -2.906 -1.864 -2.469  C18 1.094
34 H -4.240 0.714 -2.933  C19 1.097
35 H -4.575 -0.456 -1.629  C19 1.095
36 H -3.305 2.094 -1.321  C20 1.102
37 H -3.462 0.808 -0.109  C20 1.100
38 H 1.035 1.310 -1.451  C23 1.089
39 H 2.124 3.021 0.037  C24 1.100
40 H 0.843 3.843 -0.836  C24 1.110
41 H 1.236 3.885 1.928  C25 1.099
42 H -0.223 4.396 1.081  C25 1.098
43 H 0.474 1.618 2.095  C26 1.102
44 H -0.712 2.634 2.910  C26 1.095
45 H -2.192 2.519 0.809  C27 1.107
46 H -1.838 0.928 1.516  C27 1.102

These are the Mulliken partial charges, in e, on atoms 1 to 5: atom 1 (O): -0.5218, atom 2 (C): 0.2579, atom 3 (C): 0.4167, atom 4 (O): -0.5015, atom 5 (C): 0.1018

A 2-piece molecular cluster, C5H6Cl2N4 overall in a non-equilibrium geometry. Source: the Open Molecules 2025 dataset; level of theory: the ωB97M-V functional and the def2-TZVPD basis.

Values from the calculation:
F_max = 0.0930 hartree/bohr
HOMO-LUMO gap = 0.3308 Ha
electronic energy = -36283.385 eV
relative energy (zero: lowest compared OMol25 entry of this formula, charge and spin) = 221.9 kJ/mol
SMILES = [H]/N=C1/[C@@H](N)[C@H]1Cl.[H]/N=C(\Cl)C#N
HOMO level = -9.48 eV

Each atom is followed by the atoms it is bonded to, with distances in Å.
Geometry (Å):
1 H -2.555 -1.345 -0.339  N2 0.962
2 N -2.358 -0.511 -0.774  H1 0.962, C3 1.253
3 C -1.171 -0.115 -0.711  N2 1.253, C4 1.444, C6 1.492
4 C -0.405 1.084 -0.956  C3 1.444, N5 1.528, C6 1.536, H8 1.179
5 N -0.533 2.545 -0.531  C4 1.528, H9 1.037, H10 1.064
6 C 0.182 -0.038 -0.086  C3 1.492, C4 1.536, Cl7 1.806, H11 1.068
7 Cl 0.299 0.102 1.711  C6 1.806
8 H 0.253 1.148 -1.933  C4 1.179
9 H -1.181 2.934 -1.241  N5 1.037
10 H -1.141 2.455 0.338  N5 1.064
11 H 0.940 -0.704 -0.436  C6 1.068
12 H 4.899 -1.787 1.412  N13 1.002
13 N 3.936 -1.881 1.672  H12 1.002, C14 1.211
14 C 3.453 -1.140 2.499  N13 1.211, Cl15 1.784, C16 1.393
15 Cl 3.993 0.514 2.890  C14 1.784
16 C 2.377 -1.405 3.343  C14 1.393, N17 1.142
17 N 1.578 -1.603 4.135  C16 1.142

These are the Mulliken partial charges, in e, on atoms 1 to 5: atom 1 (H): 0.2697, atom 2 (N): -0.6109, atom 3 (C): 0.2973, atom 4 (C): -0.1692, atom 5 (N): -0.6099

An isolated ion of composition C2H3N2O3 and charge -1 in a non-equilibrium geometry. Source: the Open Molecules 2025 dataset; level of theory: the ωB97M-V functional and the def2-TZVPD basis.

Values from the calculation:
F_max = 0.0764 hartree/bohr
HOMO-LUMO gap = 0.3023 Ha
electronic energy = -11244.833 eV
relative energy (zero: lowest compared OMol25 entry of this formula, charge and spin) = 213.1 kJ/mol
SMILES = NO/C([O-])=N\C=O
HOMO level = -4.12 eV
total charge = -1

Each atom is followed by the atoms it is bonded to, with distances in Å.
Geometry (Å):
1 N 0.270 -0.724 -1.587  O2 1.444, H8 0.988, H9 1.149
2 O -0.332 0.106 -0.570  N1 1.444, C3 1.387
3 C 0.558 0.872 0.167  O2 1.387, O4 1.217, N5 1.487
4 O 1.731 0.955 -0.146  C3 1.217
5 N -0.146 1.684 1.195  C3 1.487, C6 1.346
6 C -1.010 1.011 1.978  N5 1.346, O7 1.202, H10 1.148
7 O -1.099 -0.157 2.251  C6 1.202
8 H 1.059 -1.132 -1.153  N1 0.988
9 H 0.590 -0.122 -2.512  N1 1.149
10 H -1.725 1.723 2.524  C6 1.148

These are the Mulliken partial charges, in e, on atoms 1 to 5: atom 1 (N): -0.4507, atom 2 (O): -0.2283, atom 3 (C): 0.6333, atom 4 (O): -0.6030, atom 5 (N): -0.6196